This record from OMol25 describes a 12-piece molecular cluster, C24H72N12O12 overall. The level of theory is the ωB97M-V functional and the def2-TZVPD basis.

Geometry (Å):
1 C 6.996 15.951 14.403
2 O 6.387 14.938 14.816
3 N 8.268 16.040 14.709
4 N 6.581 16.898 13.635
5 H 8.644 15.142 14.975
6 H 8.755 16.807 14.267
7 H 7.319 17.510 13.318
8 H 5.600 17.110 13.523
9 C 11.399 13.245 9.945
10 O 11.985 14.189 9.467
11 N 11.563 12.821 11.121
12 N 10.696 12.478 9.213
13 H 11.007 12.034 11.425
14 H 11.988 13.499 11.736
15 H 10.185 11.776 9.728
16 H 10.454 12.957 8.357
17 C 8.933 19.334 13.281
18 O 9.350 18.265 13.071
19 N 7.819 19.590 13.932
20 N 9.406 20.483 12.793
21 H 7.418 20.517 13.940
22 H 7.574 18.956 14.679
23 H 8.945 21.344 13.052
24 H 10.289 20.607 12.318
25 C 12.124 15.951 12.404
26 O 12.824 15.002 12.391
27 N 11.837 16.653 11.390
28 N 11.562 16.346 13.558
29 H 12.239 16.372 10.507
30 H 11.115 17.342 11.544
31 H 11.037 17.209 13.551
32 H 11.520 15.605 14.243
33 C 9.598 12.790 14.691
34 O 10.242 13.748 14.953
35 N 9.235 11.863 15.544
36 N 9.271 12.522 13.510
37 H 9.864 11.808 16.333
38 H 8.785 10.997 15.285
39 H 8.637 11.742 13.412
40 H 9.603 13.053 12.718
41 C 15.037 18.594 9.599
42 O 14.450 17.741 8.930
43 N 14.976 18.514 10.877
44 N 15.770 19.549 9.247
45 H 15.350 19.191 11.527
46 H 14.479 17.707 11.224
47 H 15.828 19.866 8.290
48 H 15.973 20.150 10.034
49 C 10.834 16.806 17.493
50 C 9.590 16.015 18.001
51 C 9.887 14.701 18.698
52 O 9.033 16.900 18.916
53 H 11.326 16.318 16.652
54 H 11.529 16.848 18.331
55 H 10.526 17.813 17.210
56 H 8.834 15.823 17.240
57 H 10.654 14.738 19.472
58 H 10.335 13.955 18.041
59 H 8.940 14.266 19.016
60 H 8.387 16.429 19.447
61 C 11.764 20.101 15.272
62 C 13.274 20.150 15.677
63 C 14.211 20.366 14.485
64 O 13.445 21.158 16.687
65 H 11.243 19.823 16.189
66 H 11.581 19.348 14.505
67 H 11.448 21.066 14.877
68 H 13.490 19.177 16.119
69 H 15.278 20.397 14.709
70 H 13.915 21.225 13.883
71 H 14.008 19.558 13.782
72 H 14.301 21.026 17.101
73 C 16.192 11.933 11.564
74 C 14.860 12.432 11.995
75 C 14.157 11.226 12.696
76 O 14.931 13.560 12.881
77 H 16.791 11.497 12.364
78 H 16.648 12.834 11.154
79 H 16.194 11.176 10.779
80 H 14.134 12.683 11.222
81 H 13.223 11.561 13.148
82 H 14.838 10.867 13.467
83 H 14.006 10.474 11.921
84 H 14.085 14.012 12.839
85 C 10.639 14.002 5.911
86 C 10.021 15.392 6.297
87 C 10.852 16.478 6.978
88 O 9.393 15.892 5.102
89 H 11.176 13.488 6.708
90 H 11.434 14.136 5.177
91 H 9.906 13.227 5.689
92 H 9.219 15.117 6.983
93 H 11.163 16.184 7.980
94 H 10.402 17.470 7.027
95 H 11.820 16.453 6.478
96 H 8.963 16.674 5.457
97 C 12.936 22.203 9.625
98 C 11.668 21.458 10.094
99 C 11.602 20.009 9.692
100 O 11.636 21.440 11.551
101 H 12.849 23.158 10.145
102 H 13.066 22.330 8.550
103 H 13.826 21.631 9.886
104 H 10.783 22.037 9.831
105 H 12.491 19.555 10.132
106 H 11.522 19.805 8.624
107 H 10.746 19.590 10.221
108 H 11.695 22.323 11.924
109 C 8.852 16.284 9.660
110 C 7.773 15.843 10.563
111 C 6.493 16.666 10.333
112 O 7.402 14.525 10.483
113 H 9.597 15.489 9.675
114 H 9.412 17.185 9.912
115 H 8.603 16.488 8.619
116 H 8.041 16.047 11.599
117 H 5.832 16.224 11.078
118 H 6.202 16.580 9.286
119 H 6.516 17.743 10.497
120 H 7.475 14.238 9.570

Values from the calculation:
Electronic energy (eV): -68508.4180
HOMO (eV): -8.6
Maximum force (eV/A): 7.34
Kohn-Sham gap (hartree): 0.316

***

This record from OMol25 describes a 11-piece molecular cluster, C26H52N2O12 overall. The level of theory is the ωB97M-V functional and the def2-TZVPD basis.

Geometry (Å):
1 O 2.567 -3.688 4.407
2 C 3.039 -2.894 3.647
3 O 4.353 -2.580 3.650
4 C 4.589 -1.655 2.584
5 C 3.259 -0.945 2.387
6 C 2.289 -2.099 2.609
7 H 4.847 -2.168 1.653
8 H 5.388 -0.938 2.765
9 H 3.191 -0.411 1.438
10 H 3.047 -0.203 3.163
11 H 2.262 -2.717 1.705
12 H 1.297 -1.805 2.933
13 O -2.471 0.009 2.455
14 C -3.531 -0.425 2.064
15 O -4.261 0.279 1.187
16 C -5.566 -0.256 1.021
17 C -5.675 -1.466 1.945
18 C -4.278 -1.648 2.549
19 H -5.680 -0.559 -0.020
20 H -6.321 0.478 1.300
21 H -6.084 -2.289 1.366
22 H -6.345 -1.205 2.766
23 H -3.788 -2.541 2.159
24 H -4.232 -1.591 3.633
25 O 4.800 -3.262 -1.738
26 C 4.570 -2.090 -1.864
27 O 3.847 -1.460 -0.934
28 C 3.537 -0.099 -1.354
29 C 3.706 -0.162 -2.832
30 C 4.903 -1.128 -2.985
31 H 4.324 0.521 -0.912
32 H 2.579 0.216 -0.956
33 H 3.885 0.774 -3.362
34 H 2.851 -0.604 -3.347
35 H 5.881 -0.670 -2.845
36 H 4.855 -1.549 -3.986
37 C -3.249 1.973 -1.973
38 O -2.788 1.449 -3.212
39 H -2.620 1.630 -1.147
40 H -3.237 3.066 -1.928
41 H -4.274 1.632 -1.833
42 H -1.830 1.329 -3.141
43 C -0.125 -0.597 0.221
44 O 0.508 -1.152 -0.933
45 H -0.744 -1.276 0.816
46 H 0.637 -0.198 0.897
47 H -0.806 0.192 -0.108
48 H 0.806 -2.022 -0.610
49 C 0.023 -0.023 -4.323
50 O 0.041 0.620 -3.064
51 H -0.155 0.722 -5.099
52 H 1.000 -0.461 -4.531
53 H -0.774 -0.757 -4.453
54 H 0.065 -0.022 -2.333
55 C 0.456 1.895 2.808
56 O 0.183 0.550 3.128
57 H 0.711 2.032 1.753
58 H -0.424 2.494 3.056
59 H 1.288 2.339 3.357
60 H -0.736 0.355 2.896
61 C 0.778 -4.111 -1.845
62 O 1.123 -3.906 -0.468
63 H 1.238 -4.998 -2.278
64 H -0.301 -4.063 -1.959
65 H 1.172 -3.243 -2.390
66 H 2.087 -3.898 -0.393
67 C -1.330 -5.118 1.629
68 O -1.977 -3.890 1.265
69 H -0.908 -5.570 0.730
70 H -0.471 -4.882 2.257
71 H -1.996 -5.818 2.130
72 H -2.037 -3.878 0.308
73 N 0.668 3.841 -2.771
74 C 1.517 4.869 -2.442
75 C 2.174 4.484 -1.298
76 C 1.608 3.262 -0.861
77 C 0.724 2.862 -1.824
78 H 0.065 3.840 -3.573
79 H 1.616 5.744 -3.060
80 H 3.013 5.008 -0.868
81 H 1.817 2.757 0.067
82 H 0.064 2.017 -1.953
83 N -2.981 3.426 1.889
84 C -2.063 3.183 0.923
85 C -1.853 4.339 0.202
86 C -2.852 5.230 0.659
87 C -3.445 4.734 1.781
88 H -3.275 2.753 2.572
89 H -1.453 2.297 0.891
90 H -1.137 4.455 -0.593
91 H -2.984 6.248 0.316
92 H -4.194 5.090 2.464

Values from the calculation:
Electronic energy (eV): -55353.0730
HOMO (eV): -8.0
Maximum force (eV/A): 2.16
Kohn-Sham gap (hartree): 0.303

***

This record from OMol25 describes a single C4H11N3 molecule. The level of theory is the ωB97M-V functional and the def2-TZVPD basis.

Geometry (Å):
1 C -1.260 -0.596 0.291
2 C -2.144 0.406 -0.394
3 C 0.498 1.462 0.801
4 C 0.041 -0.839 -0.080
5 N 2.163 -0.048 -0.752
6 N 0.588 -2.101 -0.139
7 N 0.870 0.238 -0.263
8 H -1.792 -1.414 0.767
9 H 2.872 0.255 -0.086
10 H 2.302 0.445 -1.631
11 H -0.019 -2.873 0.071
12 H 1.562 -2.204 0.102
13 H -1.576 1.034 -1.078
14 H -2.932 -0.091 -0.967
15 H -2.631 1.070 0.329
16 H 1.007 2.298 0.323
17 H 0.988 1.216 1.747
18 H -0.536 1.743 0.960

Values from the calculation:
Electronic energy (eV): -8794.0496
HOMO (eV): -6.7
Maximum force (eV/A): 3.71
Kohn-Sham gap (hartree): 0.281

***

This record from OMol25 describes C34H30CeFN9O3 as an isolated structure. The level of theory is the ωB97M-V functional and the def2-TZVPD basis.

Geometry (Å):
1 Ce -0.392 -0.402 0.245
2 C 0.218 -0.078 -4.411
3 C -0.301 -0.122 -3.125
4 N 0.506 -0.151 -2.058
5 C 1.840 -0.131 -2.263
6 C 2.329 -0.081 -3.565
7 N 1.526 -0.057 -4.619
8 C 2.699 -0.139 -1.058
9 C 4.072 -0.083 -1.127
10 C 4.851 -0.046 0.043
11 C 4.141 -0.021 1.255
12 C 2.768 -0.095 1.268
13 N 2.042 -0.180 0.126
14 C 1.985 -0.046 2.523
15 C 2.540 -0.153 3.795
16 N 1.803 -0.085 4.893
17 C 0.499 0.113 4.767
18 C -0.088 0.230 3.514
19 N 0.651 0.133 2.401
20 C 6.317 -0.015 0.001
21 C 7.079 -0.056 1.172
22 C 8.463 -0.032 1.081
23 N 9.110 0.029 -0.077
24 C 8.398 0.066 -1.196
25 C 7.011 0.045 -1.211
26 H -0.424 -0.062 -5.283
27 H -1.368 -0.149 -2.949
28 H 3.389 -0.061 -3.779
29 H 4.552 -0.061 -2.090
30 H 4.672 0.076 2.187
31 H 3.600 -0.314 3.942
32 H -0.086 0.173 5.676
33 H -1.152 0.400 3.399
34 H 6.639 -0.116 2.157
35 H 9.073 -0.065 1.975
36 H 8.956 0.113 -2.123
37 H 6.515 0.083 -2.170
38 C -8.051 0.347 0.893
39 C -7.364 0.252 -0.461
40 N -5.921 0.595 -0.373
41 C -5.069 -0.404 -0.153
42 C -3.720 -0.199 -0.017
43 C -2.620 -1.189 0.202
44 O -2.105 -1.287 1.354
45 O -1.944 -1.566 -0.805
46 C -3.165 1.094 -0.119
47 O -1.864 1.283 -0.007
48 C -4.078 2.160 -0.353
49 C -3.622 3.488 -0.464
50 C -4.502 4.507 -0.640
51 F -4.020 5.747 -0.706
52 C -5.909 4.295 -0.710
53 C -6.347 2.978 -0.631
54 C -5.467 1.902 -0.451
55 N -6.825 5.331 -0.852
56 C -8.056 5.341 -0.057
57 C -9.244 5.759 -0.940
58 N -8.730 6.620 -2.058
59 C -7.648 7.533 -1.569
60 C -6.406 6.697 -1.209
61 H -9.088 0.031 0.795
62 H -8.032 1.364 1.287
63 H -7.572 -0.309 1.621
64 H -7.828 0.904 -1.195
65 H -7.429 -0.758 -0.862
66 H -5.502 -1.395 -0.094
67 H -2.565 3.698 -0.375
68 H -7.407 2.796 -0.716
69 H -7.940 6.043 0.775
70 H -8.246 4.366 0.379
71 H -9.965 6.340 -0.369
72 H -9.758 4.909 -1.382
73 H -9.496 7.149 -2.481
74 H -8.340 6.020 -2.788
75 H -8.047 8.069 -0.710
76 H -7.416 8.260 -2.344
77 H -5.890 7.202 -0.391
78 H -5.730 6.653 -2.059

Values from the calculation:
Net charge: +4
Electronic energy (eV): -70910.0226
HOMO (eV): -17.1
Maximum force (eV/A): 3.68
Kohn-Sham gap (hartree): 0.146